(1)
The following is a DFT calculation (the ωB97M-V functional and the def2-TZVPD basis) of C44H33Cl4MoN5O3Si as an isolated structure at a distorted geometry.

```
91
C44H33Cl4MoN5O3Si | the Open Molecules 2025 dataset | the ωB97M-V functional and the def2-TZVPD basis
Mo -1.1162 -0.6731 0.6212
Cl -8.2801 -0.7005 -0.6203
C -6.5482 -0.6762 -0.6406
C -5.8771 -1.2989 -1.6949
C -4.5030 -1.2715 -1.7318
C -3.7716 -0.6739 -0.6918
O -2.4736 -0.6116 -0.7460
C -4.4635 -0.0707 0.4012
C -3.7211 0.6227 1.3923
N -2.4139 0.5512 1.5740
C -1.9105 1.7850 2.1648
C -2.5668 2.3726 3.3627
C -2.3042 3.6853 3.6073
C -1.4467 4.5115 2.8579
C -0.4670 4.2210 1.8765
C 0.0705 5.3041 1.1410
C 1.0385 5.1058 0.1834
C 1.4866 3.8157 -0.0506
N 1.0279 2.7670 0.6325
C 0.1110 2.9478 1.5551
C -5.8696 -0.0584 0.3831
H -6.4451 -1.7926 -2.4674
H -3.9437 -1.7257 -2.5388
H -4.2750 1.3743 1.9559
H -3.1757 1.7618 4.0091
H -2.8143 4.1687 4.4312
H -1.5354 5.5681 3.0763
H -0.3033 6.2993 1.3350
H 1.4346 5.9396 -0.3762
H 2.2384 3.6013 -0.7986
H -6.4100 0.4383 1.1750
C 0.2281 1.9848 3.7000
C -0.3610 1.7200 2.3325
N 0.0450 0.4365 1.7959
C 1.2556 -0.0361 2.1904
C 2.0861 0.5652 3.1537
C 1.4579 1.5563 3.9887
C 3.3374 0.0120 3.4101
C 3.7110 -1.1732 2.7973
C 2.8191 -1.8729 1.9905
C 1.5723 -1.3230 1.6885
N 0.4825 -1.8411 1.0438
C 0.3163 -3.1391 0.6285
C 1.2531 -4.0848 0.2054
C 0.8467 -5.3649 -0.1590
C -0.4646 -5.7741 -0.0614
C -1.4509 -4.8542 0.3360
C -2.8215 -5.1613 0.4809
C -3.6827 -4.1759 0.9110
C -3.2154 -2.8847 1.1152
N -1.9415 -2.5413 0.9087
C -1.0537 -3.5229 0.6080
H -0.3095 2.6321 4.3702
H -2.0828 2.5234 1.3564
H 1.9550 1.8389 4.9047
H 3.9854 0.4929 4.1275
H 4.6868 -1.5947 2.9924
H 3.0863 -2.8587 1.6490
H 2.2947 -3.8262 0.1096
H 1.5926 -6.0556 -0.5271
H -0.7477 -6.7874 -0.3043
H -3.1713 -6.1597 0.2701
H -4.7323 -4.3820 1.0514
H -3.8863 -2.1051 1.4394
Cl 0.6080 0.8959 -1.6360
C -0.3445 0.1646 -2.9678
Cl -1.7559 1.1806 -3.2061
Cl 0.6506 0.1202 -4.4130
C -0.8030 -1.3845 -2.5381
O -1.4720 -1.9297 -3.3658
O -0.3078 -1.7033 -1.4596
C 3.3638 0.8327 -0.1642
Si 2.8134 0.0992 -1.8155
C 2.6181 -1.7622 -2.0882
C 3.6019 0.9228 -3.3284
C 4.5196 0.1751 -4.0729
C 5.2070 0.7333 -5.1344
C 4.9957 2.0598 -5.4722
C 4.0902 2.8177 -4.7463
C 3.4026 2.2570 -3.6846
H 3.7378 0.0596 0.5036
H 2.5381 1.3315 0.3536
H 4.1633 1.5639 -0.2838
H 3.5208 -2.2879 -1.7875
H 2.4234 -2.0042 -3.1334
H 1.7899 -2.1672 -1.5095
H 4.7014 -0.8564 -3.8089
H 5.9120 0.1353 -5.6940
H 5.5399 2.5024 -6.2933
H 3.9251 3.8531 -5.0073
H 2.7015 2.8607 -3.1276
```

highest occupied orbital energy (spin up / spin down): -5.203 / -5.206 eV
charge: 0
multiplicity: 3
LUMO level (spin up / spin down): -0.907 / -1.509 eV
ΔE to the lowest compared entry with this formula, charge and spin: 611.8 kJ/mol
calculated total energy: -119578.746 eV

(2)
The following is a DFT calculation (the ωB97M-V functional and the def2-TZVPD basis) of C44H33CrN6O3S as an isolated structure at a distorted geometry.

```
88
C44H33CrN6O3S | the Open Molecules 2025 dataset | the ωB97M-V functional and the def2-TZVPD basis
Cr -0.1385 -1.5048 -0.0422
C -3.1931 1.5616 -0.4897
C -2.1967 0.6318 -0.7785
N -1.4823 0.0321 0.1566
C -1.6882 0.3507 1.4543
C -2.6400 1.3315 1.8364
C -3.4192 1.9159 0.8169
C -2.7575 1.6955 3.1922
C -1.9109 1.1156 4.1073
C -0.9912 0.1294 3.7510
C -0.8713 -0.3304 2.4304
N -0.0995 -1.3165 1.9087
C 0.6981 -2.2415 2.5660
C 1.0376 -2.3302 3.9277
C 1.8784 -3.3252 4.4041
C 2.4141 -4.2843 3.5652
C 2.0995 -4.2594 2.1973
C 2.5999 -5.2132 1.2685
C 2.2786 -5.0873 -0.0827
C 1.4547 -4.0620 -0.4906
N 0.9279 -3.1630 0.3731
C 1.2472 -3.2367 1.7023
H -3.7695 1.9960 -1.2951
H -1.9639 0.3754 -1.8041
H -4.1695 2.6503 1.0843
H -3.4872 2.4402 3.4859
H -1.9487 1.4333 5.1428
H -0.3582 -0.2399 4.5341
H 0.6634 -1.6273 4.6474
H 2.1217 -3.3381 5.4605
H 3.0802 -5.0529 3.9381
H 3.2295 -6.0190 1.6248
H 2.6691 -5.7823 -0.8147
H 1.2004 -3.9289 -1.5357
O -4.1012 -3.3412 0.7212
C -4.5324 -3.3090 -0.5516
C -5.8644 -3.6309 -0.8062
C -6.3611 -3.6131 -2.0950
C -5.5316 -3.2744 -3.1591
C -4.2139 -2.9430 -2.9202
C -3.6896 -2.9576 -1.6247
C -2.3007 -2.5422 -1.3853
O -1.8389 -2.5322 -0.1666
N -1.5809 -2.1554 -2.4111
N -0.3519 -1.6976 -2.0025
C 0.4686 -1.3404 -2.9357
C 1.8065 -0.8910 -2.7144
C 2.6372 -0.6862 -3.8299
C 3.9602 -0.3359 -3.6994
C 4.5008 -0.1736 -2.4191
C 3.7097 -0.3284 -1.3056
C 2.3404 -0.6773 -1.3992
O 1.6424 -0.7787 -0.3257
H -3.1576 -3.0441 0.7043
H -6.4964 -3.8939 0.0317
H -7.4019 -3.8549 -2.2698
H -5.9205 -3.2714 -4.1692
H -3.5469 -2.6552 -3.7196
H 0.1142 -1.4212 -3.9625
H 2.2124 -0.8350 -4.8173
H 4.5817 -0.2085 -4.5762
H 5.5492 0.0717 -2.3021
H 4.1194 -0.2109 -0.3099
N 0.5912 1.6600 -0.0226
S 0.1432 3.1276 -0.2135
C 0.7654 4.0763 1.2064
C 2.1055 4.0156 1.5652
C 2.4933 4.4334 2.8263
C 1.5497 4.9241 3.7207
C 0.2146 4.9989 3.3519
C -0.1822 4.5506 2.1017
C 1.1656 3.8789 -1.5284
C 1.7394 2.9917 -2.4252
C 2.3990 3.4732 -3.5455
C 2.4613 4.8422 -3.7728
C 1.8738 5.7251 -2.8757
C 1.2198 5.2477 -1.7501
H 1.5726 1.5149 0.2015
H 2.8311 3.6161 0.8653
H 3.5314 4.3541 3.1223
H 1.8495 5.2223 4.7166
H -0.5238 5.3754 4.0474
H -1.2272 4.5341 1.8172
H 1.6611 1.9280 -2.2336
H 2.8536 2.7792 -4.2405
H 2.9641 5.2242 -4.6522
H 1.9206 6.7913 -3.0597
H 0.7599 5.9297 -1.0445
```

highest occupied orbital energy (spin up / spin down): -1.430 / -3.732 eV
charge: -1
multiplicity: 5
LUMO level (spin up / spin down): 2.212 / 2.198 eV
ΔE to the lowest compared entry with this formula, charge and spin: 65.0 kJ/mol
calculated total energy: -100506.855 eV

(3)
The following is a DFT calculation (the ωB97M-V functional and the def2-TZVPD basis) of C44H34As2CaCl3N4O6 as an isolated structure at a distorted geometry.

```
94
C44H34As2CaCl3N4O6 | the Open Molecules 2025 dataset | the ωB97M-V functional and the def2-TZVPD basis
Ca -0.9233 0.3039 -0.4131
Cl 2.2027 5.7926 -2.6212
C 1.3614 4.2817 -2.6315
C 1.5260 3.4045 -1.5752
C 0.8341 2.1997 -1.5330
N 0.9881 1.3704 -0.4231
C 2.2467 1.0181 -0.1667
O 3.2060 1.0804 -0.9425
C 2.5496 0.5582 1.2370
C 3.8629 0.7841 1.6609
C 4.2529 0.3726 2.9166
C 3.3189 -0.2805 3.7079
C 2.0372 -0.4373 3.2124
N 1.6398 -0.0181 2.0175
C -0.0336 1.8547 -2.5944
C -0.1880 2.7525 -3.6522
C 0.5044 3.9498 -3.6672
Cl 0.3056 5.0278 -5.0048
N -0.6627 0.6428 -2.4802
C -1.3149 0.0543 -3.4732
O -1.4202 0.3760 -4.6585
C -1.9968 -1.2087 -3.0095
C -3.0380 -1.7164 -3.7885
C -3.7157 -2.8362 -3.3528
C -3.3076 -3.4395 -2.1682
C -2.2462 -2.8779 -1.4779
N -1.6014 -1.7915 -1.8814
H 2.2081 3.6439 -0.7702
H 4.5409 1.2757 0.9811
H 5.2619 0.5409 3.2662
H 3.5726 -0.6557 4.6882
H 1.2943 -0.9665 3.7993
H -0.8383 2.4926 -4.4723
H -3.2902 -1.1939 -4.6980
H -4.5480 -3.2353 -3.9184
H -3.8115 -4.3104 -1.7708
H -1.8960 -3.3259 -0.5485
C -1.6912 -0.3762 3.4643
C -2.2029 0.9432 2.8765
As -0.6963 2.0850 2.2275
C -0.5208 2.9118 4.0626
C 0.3923 2.3781 4.9687
C 0.4257 2.8054 6.2856
C -0.4442 3.7901 6.7199
C -1.3247 4.3660 5.8198
C -1.3561 3.9340 4.5048
C -1.6361 3.5887 1.4240
C -2.9981 3.8411 1.5222
C -3.5836 4.8332 0.7549
C -2.8150 5.5855 -0.1189
C -1.4483 5.3729 -0.1943
C -0.8689 4.3869 0.5827
As -1.7856 -1.9262 2.1859
C 0.0646 -2.6071 1.9774
C 0.7497 -3.4217 2.8736
C 2.0143 -3.9015 2.5728
C 2.6164 -3.5868 1.3666
C 1.9391 -2.7950 0.4556
C 0.6739 -2.3239 0.7586
C -2.2878 -3.2652 3.6020
C -3.1626 -4.2823 3.2242
C -3.5586 -5.2651 4.1164
C -3.0694 -5.2595 5.4119
C -2.1933 -4.2624 5.8062
C -1.8205 -3.2726 4.9133
H -2.3480 -0.6671 4.2964
H -0.6780 -0.2316 3.8571
H -2.7447 1.5040 3.6492
H -2.9032 0.7682 2.0578
H 1.0863 1.6198 4.6239
H 1.1240 2.3625 6.9810
H -0.4331 4.1149 7.7511
H -2.0022 5.1441 6.1468
H -2.0473 4.3960 3.8081
H -3.6248 3.2306 2.1623
H -4.6529 4.9929 0.8156
H -3.2862 6.3270 -0.7503
H -0.8434 5.9517 -0.8796
H 0.1974 4.1992 0.5121
H 0.2953 -3.7016 3.8146
H 2.5287 -4.5376 3.2809
H 3.6001 -3.9674 1.1320
H 2.3895 -2.5423 -0.4934
H 0.1396 -1.7254 0.0241
H -3.5450 -4.2822 2.2068
H -4.2537 -6.0353 3.8075
H -3.3768 -6.0188 6.1164
H -1.8020 -4.2522 6.8146
H -1.1546 -2.4877 5.2465
O -2.9828 -0.3244 0.0427
Cl -3.4671 0.8740 -0.5864
O -4.5822 1.3387 0.1502
O -3.8211 0.6076 -1.9122
O -2.4204 1.8258 -0.5056
```

highest occupied orbital energy: -4.612 eV
charge: -1
multiplicity: 1
LUMO level: 2.157 eV
calculated total energy: -242105.641 eV

(4)
The following is a DFT calculation (the ωB97M-V functional and the def2-TZVPD basis) of C44H34N13NaSSe as an isolated structure at a distorted geometry.

```
94
C44H34N13NaSSe | the Open Molecules 2025 dataset | the ωB97M-V functional and the def2-TZVPD basis
Na 1.5170 -0.8167 0.9683
C -2.0033 6.2401 -1.2523
C -1.3110 6.4168 -0.0350
C -0.4955 5.4217 0.4656
C -0.3620 4.2291 -0.2542
C 0.3320 2.9819 -0.0277
N 0.7090 2.2411 1.1999
C -0.3143 1.2435 1.1804
C -1.6470 1.8327 1.0142
C -2.3586 2.7177 1.7907
C -3.6903 2.9232 1.4536
C -4.2527 2.2302 0.3853
C -3.4977 1.3521 -0.3902
C -2.1458 1.2092 -0.0935
C -1.0739 0.1179 -0.5581
N 0.2257 -0.1662 -1.4263
C 0.4536 -1.4165 -1.3764
N -0.5405 -2.2362 -0.7288
C -0.9719 -2.8911 -1.7485
N -2.2934 -2.8396 -2.1550
C -2.5679 -1.5497 -2.2851
N -1.9778 -0.4310 -1.7643
C -2.1031 0.7313 -2.7066
N -1.6352 1.9206 -2.7358
C -0.8149 2.6796 -1.8948
N 0.0668 2.1749 -1.0268
C -1.0726 4.0422 -1.4873
C -1.8973 5.0681 -1.9708
C -3.1158 0.2512 -3.6576
C -3.7076 0.9127 -4.7259
C -4.6529 0.2327 -5.4759
C -4.9854 -1.0972 -5.1909
C -4.3670 -1.7639 -4.1443
C -3.4547 -1.0619 -3.3722
C 0.1214 -3.1548 -2.7737
C 0.2409 -3.9859 -3.8675
C 1.3940 -3.8717 -4.6462
C 2.3539 -2.9059 -4.3612
C 2.1961 -2.0257 -3.2902
C 1.0848 -2.1895 -2.4927
N -0.3192 -0.0116 0.7718
H -2.6395 7.0376 -1.6204
H -1.4293 7.3442 0.5141
H 0.0208 5.5421 1.4123
H -1.8943 3.1794 2.6526
H -4.3000 3.5961 2.0439
H -5.3026 2.3621 0.1516
H -3.9886 0.8124 -1.1860
H -2.4564 4.9286 -2.8894
H -3.4251 1.9352 -4.9420
H -5.1403 0.7343 -6.3037
H -5.7185 -1.6095 -5.8019
H -4.5799 -2.8020 -3.9224
H -0.5334 -4.7018 -4.1133
H 1.5365 -4.5306 -5.4941
H 3.2325 -2.8283 -4.9899
H 2.9232 -1.2507 -3.0838
N 3.8948 -1.3689 -0.0994
C 3.7880 -2.8223 0.0864
C 3.3359 -3.3243 1.4594
N 1.9478 -2.9835 1.7880
C 1.2509 -3.9212 2.6913
C -0.2429 -3.9907 2.3969
N -1.0048 -2.7781 2.6382
H 3.0328 -0.9387 -0.4056
H 4.1717 -0.8835 0.7493
H 4.7682 -3.2698 -0.1065
H 3.1073 -3.2144 -0.6730
H 4.0439 -2.9783 2.2247
H 3.4063 -4.4146 1.4379
H 1.9208 -2.0902 2.2625
H 1.3981 -3.6392 3.7411
H 1.6902 -4.9142 2.5512
H -0.6581 -4.8079 2.9978
H -0.3721 -4.2631 1.3460
H -0.7736 -2.3345 3.5221
H -0.8802 -2.0962 1.8978
Se 0.2334 -1.3993 6.0588
C -0.0692 -0.2181 4.6959
N -0.3009 0.5267 3.8322
S 2.7598 3.3807 2.6224
C 2.1795 2.0400 1.4452
N 2.5888 0.7732 1.9690
C 3.1362 0.8701 3.2106
C 3.5546 -0.2114 3.9983
C 4.1194 -0.0067 5.2554
C 4.2887 1.2689 5.7682
C 3.8697 2.3644 5.0011
C 3.3178 2.1645 3.7577
H 2.6567 2.2792 0.4935
H 3.3940 -1.2261 3.6456
H 4.3952 -0.8677 5.8538
H 4.7056 1.4182 6.7560
H 3.9750 3.3726 5.3884
```

highest occupied orbital energy: -1.494 eV
charge: -2
multiplicity: 1
LUMO level: 3.422 eV
ΔE to the lowest compared entry with this formula, charge and spin: 137.2 kJ/mol
calculated total energy: -146142.376 eV

Which value of multiplicity does entry 2 give? 5

Look up the charge of the first one. 0

What is the charge in the second record? -1

Among the records above, which one has the highest charge? C44H33Cl4MoN5O3Si